# 1
Density functional theory data (ωB97M-V/def2-TZVPD) for a molecular structure, C27H51CdN10S in a non-equilibrium geometry.

```
90
Properties=species:S:1:pos:R:3
Cd 0.3682 0.5129 0.9264
N -0.7418 -1.5123 0.4681
C -1.4293 -1.9799 1.7033
C -2.2174 -0.8833 2.3282
N -1.4057 0.2677 2.7737
H -1.4716 -1.3924 -0.2219
H -0.0508 -2.1631 0.2175
H -0.6720 -2.3414 2.3792
H -2.0774 -2.8293 1.4588
H -2.8903 -1.3306 3.0835
H -2.8625 -0.5573 1.5089
H -0.8504 0.0519 3.6440
H -2.0281 1.0747 2.9787
N 1.2358 -1.0969 3.2400
C 2.1276 -0.2383 4.0873
C 2.3543 1.1671 3.4178
N 2.5422 1.0841 2.0084
H 0.6633 -1.6881 3.9062
H 1.7866 -1.8049 2.8031
H 3.0947 -0.6969 4.2351
H 1.7395 -0.0235 5.0975
H 3.2639 1.7178 3.7666
H 1.3808 1.7150 3.6063
H 3.3139 0.4575 1.7055
H 2.7608 2.0188 1.7625
C -0.3080 3.8919 1.5692
N -0.0078 2.8920 0.5545
C 0.0626 3.1557 -0.6813
C 0.3497 2.1089 -1.6460
C 0.3350 2.1194 -3.0130
C 0.5361 0.8371 -3.4155
C 0.6811 0.0890 -2.2750
N 0.5494 0.8382 -1.2001
C 0.7512 3.9961 2.6170
C 2.0795 4.2060 2.2737
C 3.0302 4.4812 3.2839
C 2.5814 4.5544 4.6261
C 1.2645 4.3996 4.9116
C 0.3612 4.0599 3.9212
H -1.2341 3.7661 2.1062
H -0.4518 4.8298 1.0982
H -0.2242 4.1370 -1.0626
H 0.2591 3.0730 -3.5811
H 0.6239 0.4434 -4.3839
H 0.9213 -0.9917 -2.1195
H 2.3755 4.2096 1.2483
H 4.0722 4.6213 3.0467
H 3.2516 4.7064 5.4443
H 0.8732 4.4652 5.9198
H -0.6415 3.8397 4.2373
C 1.4619 -4.5414 -0.1403
N 1.7329 -3.7649 -1.3340
C 0.5909 -3.7309 -2.2001
C 2.6097 -2.6985 -1.2692
S 2.7094 -1.8605 0.2253
N 3.2328 -2.3372 -2.4049
C 3.6770 -0.9656 -2.4954
C 3.4953 -3.2466 -3.4594
H 0.9437 -5.5103 -0.3476
H 0.8883 -3.9533 0.5570
H 2.4030 -4.8922 0.2779
H -0.3372 -3.2472 -1.8909
H 0.1363 -4.7697 -2.2864
H 0.8696 -3.5028 -3.1917
H 3.5455 -0.4711 -3.4582
H 4.7286 -0.9298 -2.3203
H 3.2552 -0.3068 -1.7124
H 2.8207 -4.0898 -3.5053
H 4.5489 -3.6730 -3.3364
H 3.3544 -2.7568 -4.4261
C -2.6366 -1.2178 -2.9471
C -3.8383 -0.8128 -3.8901
N -4.8130 0.0027 -3.2152
C -4.0310 1.2014 -2.6668
C -2.9656 0.6909 -1.5718
N -2.9387 -0.7897 -1.5749
C -4.2746 -1.2955 -1.1376
C -5.3616 -0.6306 -2.0233
H -1.6484 -0.8279 -3.1468
H -2.5305 -2.2956 -3.0307
H -4.2996 -1.6932 -4.3517
H -3.3890 -0.2588 -4.7782
H -4.8609 1.8396 -2.2181
H -3.4157 1.7104 -3.4421
H -3.1726 1.0427 -0.5697
H -1.9004 1.0092 -1.7936
H -4.5258 -1.0338 -0.0876
H -4.2163 -2.3420 -1.3610
H -5.8179 0.1185 -1.4506
H -6.0561 -1.4283 -2.3893
```

The energy comes out at -59120.5389 eV. As for the HOMO-LUMO gap: 8.0 eV. The energy above the lowest of the compared OMol25 structures with the same formula, charge and spin comes out at 34.5 kcal per mole. The value obtained for the HOMO energy is -9.882 eV. The charge is +1.

=====

# 2
Density functional theory data (ωB97M-V/def2-TZVPD) for a molecular structure, C27H52BF2IN6O14PSi in a non-equilibrium geometry.

```
105
Properties=species:S:1:pos:R:3
C 1.3733 0.2079 -6.3433
C 1.5902 1.5672 -6.9992
O 1.2163 2.6557 -6.1663
C 2.2670 3.2762 -5.4769
C 2.4898 2.6948 -4.0976
O 1.6399 3.2538 -3.0773
C 0.4202 2.5898 -2.9517
N 0.6366 1.5381 -1.8553
C -0.1873 0.3383 -2.2161
O -0.7728 -0.2216 -1.0758
C -1.7559 -1.1187 -1.3663
C -2.7061 -1.3398 -0.2445
O -1.8120 -1.6697 -2.4123
C 0.4526 2.1333 -0.4940
C 1.0299 1.3302 0.6695
F 0.1083 0.5657 1.2929
F 1.3928 2.2875 1.5822
C 2.2945 0.5115 0.3790
C 2.0769 -0.8979 -0.1712
Si 3.3309 -2.1690 0.5005
C 5.0707 -1.8475 -0.1111
C 3.2923 -2.0234 2.3700
C 2.6633 -3.8323 -0.0382
C 3.2923 -4.6757 -0.9627
C 2.6744 -5.8705 -1.3137
C 1.4461 -6.2298 -0.7641
C 0.8191 -5.4169 0.1779
C 1.4398 -4.2255 0.5214
C -0.9773 2.6451 -0.4078
B -1.4600 3.1598 1.0319
O -1.0112 4.3436 1.4950
O -2.3073 2.3756 1.7823
C -3.6250 2.2353 1.2496
C -4.5503 1.5544 2.2495
N -1.0674 3.8358 -1.2864
C -0.7664 3.5534 -2.6715
I -2.5787 2.8105 -3.5877
P -0.5140 5.2527 -3.4354
N -1.7767 6.0801 -3.0912
O -0.2982 5.0421 -4.9962
O 0.7654 5.9481 -2.7851
H 0.4581 0.1998 -5.7585
H 1.3392 -0.5486 -7.1210
H 2.2241 -0.0444 -5.7080
H 0.9291 1.6130 -7.8621
H 2.6050 1.6560 -7.3857
H 2.0810 4.3407 -5.3600
H 3.2170 3.2058 -6.0119
H 3.5124 2.8816 -3.7797
H 2.3896 1.6066 -4.1343
H 0.2441 2.0763 -3.8943
H 1.6174 1.2856 -1.9829
H 0.4661 -0.3893 -2.6957
H -0.9530 0.5671 -2.9502
H -2.6766 -2.3864 0.0390
H -3.7097 -1.0546 -0.5404
H -2.4313 -0.7655 0.6369
H 1.0630 3.0340 -0.5108
H 2.8419 0.5099 1.3177
H 2.9020 1.1195 -0.2969
H 1.0989 -1.3098 0.0436
H 2.2498 -0.8869 -1.2511
H 5.1276 -1.6489 -1.1792
H 5.6580 -2.7390 0.1094
H 5.5563 -1.0438 0.4364
H 3.7357 -2.9129 2.8152
H 2.2630 -1.9562 2.7219
H 3.8310 -1.1542 2.7423
H 4.2339 -4.3946 -1.4104
H 3.1472 -6.5072 -2.0493
H 0.9449 -7.1425 -1.0541
H -0.1338 -5.6671 0.6147
H 0.9449 -3.5864 1.2433
H -1.7177 1.9441 -0.7836
H -1.4699 4.5291 2.3257
H -4.0582 3.1984 0.9747
H -3.6374 1.6359 0.3349
H -4.1510 1.5729 3.2581
H -5.5213 2.0384 2.2239
H -4.7358 0.5161 1.9867
H -0.4359 4.5375 -0.9141
H -2.2716 6.3975 -3.9131
H -0.1755 5.9198 -5.3888
H 0.5086 6.3274 -1.9336
C -2.3501 1.7863 6.3873
N -3.7015 1.4782 6.9318
O -4.5463 1.0615 6.1590
O -3.8705 1.6627 8.1129
H -2.3492 1.5730 5.3247
H -2.1563 2.8370 6.5796
H -1.6384 1.1596 6.9155
C -7.1987 -0.6088 7.3005
N -7.1409 -1.9429 7.9584
O -7.6218 -2.8875 7.3665
O -6.6089 -1.9935 9.0461
H -7.6961 -0.7208 6.3444
H -7.7543 0.0552 7.9554
H -6.1796 -0.2625 7.1718
C 3.7960 -8.0622 2.3462
N 3.6476 -6.6315 2.7288
O 4.6197 -6.0573 3.1728
O 2.5551 -6.1317 2.5637
H 4.8163 -8.3663 2.5457
H 3.0908 -8.6325 2.9427
H 3.5598 -8.1388 1.2889
```

The energy comes out at -97815.3994 eV. As for the HOMO-LUMO gap: 8.8 eV. The value obtained for the HOMO energy is -11.241 eV. The charge is +1.

=====

Question: Among the records above, which one has the lowest HOMO?
Answer: C27H52BF2IN6O14PSi

=====

Question: What is the formula in the second record?
Answer: C27H52BF2IN6O14PSi

=====

Question: energy of number 1 (C27H51CdN10S)?
Answer: -59120.5389 eV